Density functional theory data (the ωB97M-V functional and the def2-TZVPD basis) for an isolated ion of composition C2H7N4O and charge +1.

XYZ file:
```
14
Properties=species:S:1:pos:R:3:forces:R:3
O -2.58004 -0.29816 -1.19333 1.19 -0.52 1.23
N -1.65922 0.36302 -0.84172 -1.47 1.73 -1.79
N -0.69647 -0.13259 -0.01568 0.69 -1.40 0.43
N 1.54063 0.27533 0.63126 -0.31 1.17 -0.26
N 0.45622 1.78556 -0.74126 1.25 -3.32 2.43
C -0.65884 -1.48391 0.45759 0.19 -3.53 2.08
C 0.42348 0.63577 -0.02743 1.29 1.09 -0.55
H -1.64716 -1.98236 0.66690 0.57 1.42 -0.25
H -0.21629 -2.23515 -0.21515 0.10 0.77 -0.49
H 1.24537 2.34596 -0.59450 0.95 1.12 -0.17
H 1.90153 -0.61873 0.83727 -0.70 -1.47 0.20
H -0.36418 2.09994 -1.11232 -2.43 1.30 -1.22
H 2.31315 0.91749 0.72368 -0.29 0.54 -0.34
H -0.05819 -1.67217 1.42469 -1.02 1.09 -1.31
```
Positions in Å, forces in eV/Å.

Summary:
E_LUMO, eV: -4.80
Total charge: +1
Gap between HOMO and LUMO, Ha: 0.35960
ΔE to the lowest compared entry with this formula, charge and spin, kJ/mol: 275.95
Calculated total energy, hartree: -374.34453
SMILES: CN(N=O)C(N)=[NH2+]
HOMO level, eV: -14.588